1.
C39H51AsGaNO3Te as an isolated structure. Source: the Open Molecules 2025 dataset; level of theory: ωB97M-V with the def2-TZVPD basis set.

The geometry in ORCA input format:
```
! wB97M-V def2-TZVPD RIJCOSX def2/J DEFGRID3
* xyz 1 2
Ga -2.734 2.040 1.081
C 2.427 -6.569 -1.929
C 1.945 -5.184 -1.608
C 1.913 -4.194 -2.578
C 1.447 -2.906 -2.324
C 1.512 -1.935 -3.475
C 0.986 -2.621 -1.029
Te 0.290 -0.735 -0.363
N -1.914 0.483 0.552
C -2.294 -0.726 0.579
O -1.491 -1.661 0.044
C -3.553 -1.254 1.163
C -4.204 -2.333 0.573
C -5.424 -2.759 1.075
C -5.982 -2.131 2.180
C -5.318 -1.077 2.792
C -4.108 -0.639 2.281
C -0.468 0.142 -2.101
C -1.304 -0.623 -2.902
C -1.912 -0.038 -4.000
C -1.677 1.302 -4.276
C -0.865 2.059 -3.446
C -0.253 1.501 -2.326
C 0.574 2.352 -1.404
C 1.042 -3.592 -0.013
C 0.611 -3.348 1.413
C 1.519 -4.857 -0.327
H 3.089 -6.569 -2.794
H 1.581 -7.219 -2.158
H 2.958 -7.008 -1.085
H 2.277 -4.421 -3.573
H 2.337 -2.208 -4.131
H 1.651 -0.902 -3.162
H 0.600 -1.966 -4.070
H -3.760 -2.818 -0.285
H -5.941 -3.584 0.604
H -6.932 -2.470 2.571
H -5.740 -0.603 3.668
H -3.573 0.160 2.788
H -1.481 -1.667 -2.667
H -2.564 -0.623 -4.634
H -2.145 1.766 -5.134
H -0.714 3.111 -3.654
H 0.413 3.410 -1.605
H 1.641 2.155 -1.523
H 0.327 2.172 -0.351
H 0.826 -2.334 1.763
H 1.138 -4.028 2.080
H -0.459 -3.514 1.530
H 1.568 -5.604 0.456
C 4.452 -1.153 -1.878
As 3.252 -0.228 -0.662
C 3.653 -1.111 1.022
C 4.126 1.486 -0.409
H 5.462 -1.146 -1.471
H 4.446 -0.659 -2.847
H 4.113 -2.181 -1.995
H 4.725 -1.068 1.210
H 3.337 -2.153 0.977
H 3.127 -0.598 1.826
H 5.135 1.333 -0.027
H 3.550 2.074 0.306
H 4.178 2.019 -1.358
C 4.960 3.544 2.647
C 3.505 3.169 2.635
C 3.056 1.969 3.178
C 1.719 1.619 3.189
C 1.311 0.310 3.809
C 0.741 2.510 2.640
C -0.610 2.136 2.739
O -1.645 2.862 2.263
C 1.200 3.737 2.060
C 0.261 4.763 1.484
C 2.552 4.021 2.074
H 5.565 2.768 3.115
H 5.122 4.472 3.198
H 5.337 3.704 1.634
H 3.776 1.289 3.623
H 2.187 -0.252 4.130
H 0.742 -0.309 3.106
H 0.676 0.455 4.687
H -0.874 1.218 3.251
H -0.473 5.092 2.219
H -0.307 4.374 0.637
H 0.825 5.630 1.143
H 2.882 4.964 1.650
C -5.789 1.440 -0.288
C -4.911 2.636 -0.607
C -4.051 2.404 -1.837
O -4.100 2.990 0.516
H -6.493 1.252 -1.101
H -6.356 1.615 0.626
H -5.182 0.540 -0.154
H -5.545 3.510 -0.776
H -3.404 1.529 -1.698
H -3.425 3.275 -2.035
H -4.669 2.219 -2.718
*
```

HOMO energy (alpha / beta) (eV): -8.3593 / -10.9573
HOMO-LUMO gap (alpha / beta) (eV): 5.66 / 8.25
Maximum force (eV/A): 0.2

---

2.
A 2-piece molecular cluster, C11H16FN2O3 overall at a distorted geometry. Source: the Open Molecules 2025 dataset; level of theory: ωB97M-V with the def2-TZVPD basis set.

The geometry in ORCA input format:
```
! wB97M-V def2-TZVPD RIJCOSX def2/J DEFGRID3
* xyz -1 1
C 3.229 0.087 0.033
C 2.268 -1.092 -0.288
F 1.479 -1.284 0.853
C 1.285 -0.791 -1.443
C 2.115 -0.479 -2.685
N 2.814 -0.166 -3.513
C 0.328 -1.967 -1.828
C 0.889 -3.334 -1.445
N 1.400 -4.130 -0.844
C -1.105 -1.859 -1.244
C -1.853 -0.551 -1.652
C -1.743 0.588 -0.580
O -2.967 0.880 0.050
H 4.101 -0.364 0.548
H 2.786 0.823 0.724
H 3.614 0.593 -0.867
H 2.891 -1.987 -0.436
H 0.761 0.148 -1.194
H 0.257 -1.977 -2.932
H -1.686 -2.696 -1.689
H -1.145 -2.029 -0.152
H -1.530 -0.209 -2.660
H -2.926 -0.807 -1.767
H -1.321 1.483 -1.093
H -0.965 0.271 0.151
H -2.794 0.708 0.997
C -0.921 2.984 3.922
C -2.182 2.728 3.079
O -2.494 1.516 2.918
O -2.752 3.750 2.651
H -0.474 2.049 4.264
H -0.182 3.526 3.327
H -1.177 3.587 4.796
*
```

HOMO energy (eV): -4.3552
HOMO-LUMO gap (eV): 6.97
Maximum force (eV/A): 5.4

---

3.
A 7-piece molecular cluster, C3H22N2O6S2 overall at a distorted geometry. Source: the Open Molecules 2025 dataset; level of theory: ωB97M-V with the def2-TZVPD basis set.

The geometry in ORCA input format:
```
! wB97M-V def2-TZVPD RIJCOSX def2/J DEFGRID3
* xyz 1 2
S -1.500 -2.863 -1.611
S -1.727 -1.221 -2.685
C -0.603 0.114 -2.192
C -1.197 1.235 -1.255
C -0.333 2.491 -1.629
N -0.958 3.641 -0.989
N -1.167 0.903 0.162
H -2.288 -2.584 -0.454
H -0.301 0.568 -3.188
H 0.203 -0.461 -1.701
H -2.314 1.499 -1.431
H -0.426 2.621 -2.754
H 0.702 2.201 -1.293
H -0.352 4.486 -1.052
H -0.839 3.505 0.044
H -1.967 0.320 0.467
H -0.214 0.596 0.510
H 0.731 3.280 2.008
H 1.999 2.384 2.083
O 1.033 2.382 1.867
H 3.872 2.031 1.668
H 3.304 1.267 2.915
O 3.647 2.174 2.610
H -1.456 -1.846 2.829
H -0.238 -2.122 2.046
O -1.103 -2.526 2.222
H 2.732 -2.988 0.240
H 2.412 -1.890 -0.873
O 2.380 -2.114 0.094
H 3.721 -0.801 2.507
H 2.254 -0.852 2.358
O 3.028 -0.363 2.010
H 0.420 0.814 2.645
H -1.123 0.796 2.706
O -0.382 0.223 2.795
*
```

HOMO energy (alpha / beta) (eV): -13.5275 / -12.9378
HOMO-LUMO gap (alpha / beta) (eV): 10.75 / 4.90
Maximum force (eV/A): 2.9

---

4.
C4H6NO as an isolated structure at a distorted geometry. Source: the Open Molecules 2025 dataset; level of theory: ωB97M-V with the def2-TZVPD basis set.

The geometry in ORCA input format:
```
! wB97M-V def2-TZVPD RIJCOSX def2/J DEFGRID3
* xyz 1 1
C -0.227 -1.130 -1.051
C 1.614 -0.553 -0.456
C 1.151 -1.533 -1.436
C -0.247 0.818 0.662
N 0.389 -0.250 -0.118
O 1.608 -2.416 -2.169
H -0.748 -0.488 -1.763
H -0.844 -1.903 -0.620
H 2.523 -0.064 -0.012
H -0.455 1.705 0.135
H -1.078 0.640 1.272
H 0.616 1.184 1.219
*
```

HOMO energy (eV): -15.8815
HOMO-LUMO gap (eV): 9.09
Maximum force (eV/A): 6.3

---

5.
A 2-piece molecular cluster, C5H8O2 overall. Source: the Open Molecules 2025 dataset; level of theory: ωB97M-V with the def2-TZVPD basis set.

The geometry in ORCA input format:
```
! wB97M-V def2-TZVPD RIJCOSX def2/J DEFGRID3
* xyz 0 1
C -0.276 -1.088 -1.161
C 0.421 -0.058 -0.699
C 0.731 1.358 -0.872
C 1.717 0.393 -0.202
H -1.137 -0.927 -1.805
H 0.059 -2.107 -0.985
H 0.885 1.666 -1.901
H 0.291 2.105 -0.217
H 2.573 0.019 -0.756
H 1.878 0.552 0.861
O -0.498 0.579 1.576
C -1.415 -0.151 1.879
O -1.914 -1.131 1.143
H -1.935 -0.054 2.839
H -1.380 -1.157 0.300
*
```

HOMO energy (eV): -9.5520
HOMO-LUMO gap (eV): 10.58
Maximum force (eV/A): 0.8

---

Q: Look up the maximum force of the third one.
A: 2.9 eV/A

---

Please write out number 3 again, unchanged.
A 7-piece molecular cluster, C3H22N2O6S2 overall at a distorted geometry. Source: the Open Molecules 2025 dataset; level of theory: ωB97M-V with the def2-TZVPD basis set.

The geometry in ORCA input format:
```
! wB97M-V def2-TZVPD RIJCOSX def2/J DEFGRID3
* xyz 1 2
S -1.500 -2.863 -1.611
S -1.727 -1.221 -2.685
C -0.603 0.114 -2.192
C -1.197 1.235 -1.255
C -0.333 2.491 -1.629
N -0.958 3.641 -0.989
N -1.167 0.903 0.162
H -2.288 -2.584 -0.454
H -0.301 0.568 -3.188
H 0.203 -0.461 -1.701
H -2.314 1.499 -1.431
H -0.426 2.621 -2.754
H 0.702 2.201 -1.293
H -0.352 4.486 -1.052
H -0.839 3.505 0.044
H -1.967 0.320 0.467
H -0.214 0.596 0.510
H 0.731 3.280 2.008
H 1.999 2.384 2.083
O 1.033 2.382 1.867
H 3.872 2.031 1.668
H 3.304 1.267 2.915
O 3.647 2.174 2.610
H -1.456 -1.846 2.829
H -0.238 -2.122 2.046
O -1.103 -2.526 2.222
H 2.732 -2.988 0.240
H 2.412 -1.890 -0.873
O 2.380 -2.114 0.094
H 3.721 -0.801 2.507
H 2.254 -0.852 2.358
O 3.028 -0.363 2.010
H 0.420 0.814 2.645
H -1.123 0.796 2.706
O -0.382 0.223 2.795
*
```

HOMO energy (alpha / beta) (eV): -13.5275 / -12.9378
HOMO-LUMO gap (alpha / beta) (eV): 10.75 / 4.90
Maximum force (eV/A): 2.9

---

Q: Which formula does entry 4 have?
A: C4H6NO